Computed, not measured: 2 unconnected molecules or ions with the total composition C3H11N3O in a non-equilibrium geometry, with the ωB97M-V functional and the def2-TZVPD basis.

Bonds (Å) are listed after each position.
Element x y z (Å)
1 H -0.4937 2.2270 -2.7201  N2 1.123
2 N -0.8251 1.2220 -2.3448  H1 1.123, C3 1.320
3 C -0.0519 0.6943 -1.4138  N2 1.320, N4 1.378, N5 1.477
4 N 1.2265 1.1125 -1.1157  C3 1.378, H8 1.049, H9 1.000
5 N -0.6100 -0.2671 -0.4417  C3 1.477, C6 1.471, H10 1.010
6 C 0.0727 -1.4867 0.0160  N5 1.471, C7 1.593, H11 1.136, H12 1.121
7 C -0.7216 -2.0692 1.2686  C6 1.593, H13 1.133, H14 1.082, H15 1.057
8 H 1.8204 0.4637 -0.5440  N4 1.049
9 H 1.7972 1.8221 -1.5289  N4 1.000
10 H -1.4770 0.0779 -0.0540  N5 1.010
11 H 0.1710 -2.2108 -0.8534  C6 1.136
12 H 1.1055 -1.2524 0.3838  C6 1.121
13 H -1.8214 -2.0993 0.9981  C7 1.133
14 H -0.2462 -2.9886 1.5826  C7 1.082
15 H -0.5845 -1.2742 1.9520  C7 1.057
16 O 0.4551 0.7139 2.9211  H17 1.009, H18 0.943
17 H 0.3918 1.5227 2.3207  O16 1.009
18 H 1.3604 0.6986 3.1852  O16 0.943

Computed properties:
**Energy relative to the best compared isomer or geometry (same formula, charge and spin)**: 191.4 kJ/mol
**SMILES**: [H]/N=C(\N)NCC.O
**Orbital gap**: 9.321 eV
**Total charge**: 0

Results of the Mulliken charge analysis, in e, for atoms 1 through 6: 0.21 -0.67 0.34 -0.35 -0.19 -0.27